1.
16
Properties=species:S:1:pos:R:3:mulliken_charge:R:1 method="wB97M-V/def2-TZVPD" energy_ev=-6822.6246 lumo_energy_ev="-6.7686 / -6.9837" s_squared=2.01 e_homo_ev="-13.711 / -13.742" multiplicity=3 orbital_gap_ev="6.94 / 6.76" charge=+1 relative_energy_kcal_mol=83.18
C -0.264 1.574 0.528 0.201
C 0.157 1.154 -0.832 -0.254
C 0.088 1.469 1.935 -0.731
C -0.794 -1.710 -0.528 -0.763
C 0.712 -1.333 -0.932 -0.391
N 1.035 0.009 -0.830 -0.327
H -0.654 1.031 -1.610 0.357
H 0.723 2.146 -1.170 0.326
H -0.023 2.372 2.570 0.385
H 1.054 1.169 2.317 0.344
H -0.828 0.949 2.202 0.333
H -1.556 -1.486 -1.298 0.331
H -0.758 -2.867 -0.266 0.319
H -1.013 -1.048 0.475 0.102
H 0.638 -1.520 -1.993 0.287
H 1.482 -1.909 -0.567 0.480

2.
17
Properties=species:S:1:pos:R:3:mulliken_charge:R:1 method="wB97M-V/def2-TZVPD" smiles=C[C@@H]1N2N(C)[C@@]12C energy_ev=-8323.5519 lumo_energy_ev=1.0309 e_homo_ev=-9.097 orbital_gap_ev=10.13 relative_energy_kcal_mol=87.20
C 2.286 -0.495 -0.381 -0.863
C -0.388 1.939 0.002 -1.366
C -1.999 -1.055 0.151 -1.301
C 0.176 0.579 0.225 0.869
C -0.514 -0.809 0.125 0.382
N 0.079 -0.295 1.337 -0.614
N 1.497 0.245 0.571 -0.318
H 0.053 -1.504 -0.492 0.328
H 3.326 -0.187 -0.264 0.296
H 1.978 -0.363 -1.426 0.320
H 2.223 -1.570 -0.158 0.329
H 0.339 2.708 0.265 0.355
H -1.280 2.096 0.609 0.367
H -0.654 2.069 -1.048 0.276
H -2.373 -1.237 -0.857 0.330
H -2.526 -0.198 0.568 0.303
H -2.223 -1.923 0.772 0.308

3.
17
Properties=species:S:1:pos:R:3:mulliken_charge:R:1 method="wB97M-V/def2-TZVPD" energy_ev=-8323.0796 lumo_energy_ev=0.5709 e_homo_ev=-8.334 orbital_gap_ev=8.90 relative_energy_kcal_mol=98.09
C -2.167 -0.951 -0.303 -1.316
C -1.232 -0.198 -1.219 0.192
N -0.935 1.189 -1.014 -0.650
C 0.165 0.213 -0.801 0.084
C 0.511 -0.132 0.568 -0.750
C 1.960 -0.365 0.742 -0.256
N 2.147 1.064 1.063 -0.590
H -3.207 -0.734 -0.572 0.360
H -1.994 -0.669 0.738 0.385
H -2.011 -2.031 -0.392 0.297
H -1.306 -0.464 -2.273 0.354
H -1.268 1.466 -0.090 0.337
H 0.916 0.252 -1.600 0.403
H 1.449 1.378 1.733 0.302
H 2.259 -0.981 1.593 0.260
H 2.578 -0.609 -0.133 0.292
H 2.104 1.650 0.236 0.295

4.
17
Properties=species:S:1:pos:R:3:mulliken_charge:R:1 method="wB97M-V/def2-TZVPD" energy_ev=-8325.3372 lumo_energy_ev=0.7779 e_homo_ev=-9.278 orbital_gap_ev=10.06 relative_energy_kcal_mol=46.03
C -1.730 1.218 -0.165 -0.974
C -0.270 1.350 -0.461 0.139
N 0.616 1.872 0.270 -0.663
H 0.277 2.209 1.173 0.213
H 0.046 1.058 -1.458 0.388
H -2.106 0.260 -0.514 0.256
H -1.930 1.321 0.901 0.298
H -2.268 2.000 -0.701 0.334
C 1.844 -1.127 0.005 -0.173
C 0.427 -1.230 0.424 -0.002
C -0.450 -2.013 -0.200 -0.774
N 2.643 -0.194 0.259 -0.674
H 2.172 0.674 0.677 0.362
H 2.192 -1.933 -0.645 0.339
H 0.164 -0.719 1.342 0.364
H -1.465 -2.130 0.142 0.322
H -0.160 -2.613 -1.049 0.245

5.
17
Properties=species:S:1:pos:R:3:mulliken_charge:R:1 method="wB97M-V/def2-TZVPD" smiles="C=C(N)/C(N)=C/C" energy_ev=-8326.3880 lumo_energy_ev=0.9879 e_homo_ev=-7.761 orbital_gap_ev=8.75 relative_energy_kcal_mol=21.80
C 0.570 -1.268 -2.070 -1.393
C 0.310 0.006 0.096 0.589
C -0.621 0.558 1.067 0.539
N 1.643 0.432 0.188 -0.577
N -0.185 0.663 2.378 -0.467
C -0.193 -0.814 -0.859 -0.446
C -1.899 0.760 0.667 -1.214
H 1.749 1.420 0.375 0.233
H 2.213 0.148 -0.596 0.234
H 0.796 0.503 2.541 0.240
H -0.749 1.219 2.999 0.208
H -1.091 -1.374 -0.650 0.448
H -2.171 0.918 -0.360 0.335
H -2.671 1.005 1.382 0.274
H 1.189 -0.467 -2.479 0.344
H 1.227 -2.108 -1.833 0.291
H -0.118 -1.602 -2.845 0.362

6.
17
Properties=species:S:1:pos:R:3:mulliken_charge:R:1 method="wB97M-V/def2-TZVPD" energy_ev=-8323.7774 lumo_energy_ev=1.0210 e_homo_ev=-7.591 orbital_gap_ev=8.61 relative_energy_kcal_mol=82.00
C -1.054 -0.534 -2.630 -1.092
C -1.302 -0.054 -1.242 0.240
N -0.674 0.860 -0.641 -0.543
H 0.035 1.343 -1.189 0.194
H -2.050 -0.592 -0.667 0.310
H -0.403 0.148 -3.173 0.298
H -1.994 -0.646 -3.170 0.308
H -0.577 -1.514 -2.601 0.265
C 2.429 -0.565 1.627 -1.167
N -0.992 1.166 1.869 -0.526
C 0.082 0.576 1.272 0.451
C 1.143 -0.041 1.198 -0.034
H -1.127 0.862 2.827 0.239
H -1.837 1.112 1.304 0.242
H 3.245 0.006 1.179 0.264
H 2.546 -1.608 1.321 0.271
H 2.530 -0.520 2.716 0.280

7.
17
Properties=species:S:1:pos:R:3:mulliken_charge:R:1 method="wB97M-V/def2-TZVPD" energy_ev=-8326.1142 lumo_energy_ev=1.0893 e_homo_ev=-9.333 orbital_gap_ev=10.42 relative_energy_kcal_mol=28.11
C 0.638 0.129 -0.962 -0.082
C -0.717 -0.538 -0.737 -0.433
C -0.745 -0.907 0.775 -0.694
C -0.139 0.381 1.337 -0.631
C -0.003 1.155 0.007 -0.374
H 2.107 -1.253 -1.202 0.243
H 2.603 0.097 -0.467 0.239
H 0.703 0.534 -1.968 0.452
H -1.198 -1.201 -1.436 0.472
H -1.793 -1.049 1.092 0.337
H -0.215 -1.827 1.000 0.317
H 0.799 0.235 1.924 0.293
H -0.811 0.852 2.010 0.360
H 0.337 2.204 0.048 0.424
H -2.082 0.921 -0.152 0.268
N 1.804 -0.561 -0.509 -0.600
N -1.288 0.828 -0.758 -0.590

8.
17
Properties=species:S:1:pos:R:3:mulliken_charge:R:1 method="wB97M-V/def2-TZVPD" energy_ev=-8323.0811 lumo_energy_ev="0.7779 / 0.8761" e_homo_ev="-7.115 / -7.118" orbital_gap_ev="7.89 / 7.99" relative_energy_kcal_mol=98.06
C 1.365 -1.706 0.505 -0.759
C 1.757 -0.477 -0.263 -0.335
N 0.868 0.402 -0.780 -0.200
C 0.324 0.931 0.357 -0.678
C -1.139 0.985 0.572 0.178
C -2.066 1.065 -0.591 -0.461
N -2.011 -0.146 0.216 -0.642
H 0.277 -1.767 0.616 0.169
H 1.793 -1.736 1.515 0.251
H 1.719 -2.613 -0.008 0.286
H 2.797 -0.414 -0.600 0.404
H 0.837 0.769 -1.729 0.227
H 0.988 1.397 1.073 0.413
H -1.440 1.476 1.496 0.407
H -2.991 1.633 -0.521 0.248
H -1.627 1.046 -1.588 0.193
H -1.451 -0.846 -0.271 0.299

9.
17
Properties=species:S:1:pos:R:3:mulliken_charge:R:1 method="wB97M-V/def2-TZVPD" smiles="C=NC(=C)CCN" energy_ev=-8325.6340 lumo_energy_ev=0.7806 e_homo_ev=-8.882 orbital_gap_ev=9.66 relative_energy_kcal_mol=39.18
C 0.981 -0.997 0.401 -0.366
C 0.795 0.443 -0.098 -1.009
C -0.630 0.887 -0.283 0.881
C -1.383 1.127 0.786 -1.084
C -0.986 -0.002 -2.383 -0.209
N -1.145 0.972 -1.599 -0.475
N 0.931 -1.182 1.831 -0.650
H 1.915 -1.368 -0.016 0.328
H 0.253 -1.703 0.004 0.258
H 1.223 1.078 0.685 0.411
H 1.492 0.596 -0.924 0.377
H -0.955 1.253 1.762 0.308
H -2.439 1.360 0.705 0.308
H -0.596 -0.956 -2.038 0.157
H -1.248 0.068 -3.435 0.268
H 1.700 -0.764 2.342 0.257
H 0.093 -0.813 2.261 0.238

10.
17
Properties=species:S:1:pos:R:3:mulliken_charge:R:1 method="wB97M-V/def2-TZVPD" smiles="CN=C(C)C.C#N" energy_ev=-8325.1514 lumo_energy_ev=0.9514 e_homo_ev=-8.662 orbital_gap_ev=9.61 relative_energy_kcal_mol=50.31
C 0.845 0.276 3.036 -0.058
C 1.736 0.116 -1.141 -0.777
C -1.229 -1.634 0.441 -1.144
C -1.004 0.736 -0.360 -1.240
C -0.377 -0.571 -0.168 0.986
N 0.778 0.675 1.969 -0.292
N 0.819 -0.861 -0.533 -0.566
H 0.636 -0.015 4.045 0.301
H 2.695 -0.201 -0.971 0.324
H 1.554 0.218 -2.234 0.287
H 1.432 1.181 -0.778 0.242
H -0.666 -2.429 1.025 0.294
H -2.106 -1.219 1.013 0.324
H -1.777 -2.197 -0.424 0.280
H -2.030 0.665 0.017 0.343
H -0.420 1.336 0.302 0.440
H -1.009 1.208 -1.418 0.254

11.
17
Properties=species:S:1:pos:R:3:mulliken_charge:R:1 method="wB97M-V/def2-TZVPD" energy_ev=-8320.6235 lumo_energy_ev=-0.1415 e_homo_ev=-9.680 orbital_gap_ev=9.54 relative_energy_kcal_mol=154.73
C 0.490 -0.428 1.947 -1.291
C 1.351 -0.630 0.718 0.233
N 0.831 -1.277 -0.529 -0.554
C 1.095 0.003 -0.575 -0.241
C -0.546 1.200 -0.554 -0.119
C -1.259 0.881 -1.783 -0.353
N -1.692 0.599 -0.386 -0.532
H 0.374 -1.378 2.480 0.307
H -0.505 -0.045 1.712 0.363
H 0.980 0.278 2.627 0.310
H 2.366 -0.961 0.955 0.379
H -0.778 -1.473 -0.342 0.119
H 1.576 0.567 -1.367 0.405
H -0.097 2.008 0.013 0.408
H -1.866 1.604 -2.326 0.268
H -0.896 0.033 -2.369 0.208
H -1.423 -0.980 -0.221 0.088

12.
18
Properties=species:S:1:pos:R:3:mulliken_charge:R:1 method="wB97M-V/def2-TZVPD" energy_ev=-10370.8952 lumo_energy_ev=0.7142 e_homo_ev=-8.567 orbital_gap_ev=9.28 relative_energy_kcal_mol=101.70
C -0.288 1.883 0.506 0.038
C 0.517 -0.600 0.480 0.472
C -2.108 -0.026 0.539 -1.230
C 2.087 -1.265 -1.063 -0.909
C -0.914 0.702 1.096 -0.069
N 0.143 2.772 1.294 -0.700
N 0.184 -1.625 1.090 -0.550
O 1.267 -0.214 -0.522 -0.271
H -0.259 1.861 -0.588 0.348
H -2.832 0.675 0.599 0.458
H -2.244 -0.847 1.185 0.356
H -1.917 -0.287 -0.509 0.268
H 3.018 -0.823 -1.355 0.259
H 1.459 -1.525 -1.890 0.324
H 2.366 -2.040 -0.429 0.412
H -0.961 0.683 2.117 0.333
H 0.448 3.420 0.677 0.266
H 0.573 -2.479 0.731 0.195

13.
18
Properties=species:S:1:pos:R:3:mulliken_charge:R:1 method="wB97M-V/def2-TZVPD" energy_ev=-10371.6431 lumo_energy_ev=0.0582 e_homo_ev=-8.574 orbital_gap_ev=8.63 relative_energy_kcal_mol=84.45
C -0.653 -0.496 0.227 1.324
C 0.729 -0.975 0.571 -1.208
C -1.159 -0.934 -1.113 -1.710
C -0.185 1.296 -0.065 -0.351
C 1.549 0.270 0.256 0.309
O -1.515 -0.544 1.289 -0.542
N -0.534 2.220 0.718 -0.733
N 2.237 0.249 -0.856 -0.702
H -2.390 -0.242 1.014 0.343
H -0.537 1.927 1.699 0.286
H 2.728 1.129 -1.009 0.244
H 0.773 -1.268 1.620 0.316
H 1.078 -1.792 -0.063 0.340
H -0.173 1.519 -1.133 0.441
H 1.838 0.818 1.161 0.399
H -2.120 -0.474 -1.346 0.419
H -1.285 -2.018 -1.121 0.418
H -0.381 -0.685 -1.847 0.407

14.
18
Properties=species:S:1:pos:R:3:mulliken_charge:R:1 method="wB97M-V/def2-TZVPD" smiles="CCC(N)=O.C#CN" energy_ev=-10372.6573 lumo_energy_ev=0.7401 e_homo_ev=-8.762 orbital_gap_ev=9.50 relative_energy_kcal_mol=61.06
C -0.545 -0.930 0.878 -0.421
C -1.042 -2.284 0.368 -1.169
C 0.774 -0.587 0.215 0.655
N 0.685 1.806 0.765 -0.430
O 1.865 -0.864 0.663 -0.654
H 0.143 2.244 1.501 0.218
H 1.679 1.763 0.961 0.268
H -0.382 -0.974 1.956 0.269
H -1.277 -0.147 0.665 0.292
H -2.014 -2.518 0.789 0.357
H -1.131 -2.278 -0.716 0.329
H -0.348 -3.067 0.645 0.315
N 0.617 -0.177 -1.145 -0.470
C 0.365 2.214 -0.504 -0.033
C -0.169 2.836 -1.412 -0.384
H 1.475 -0.084 -1.671 0.233
H -0.296 -0.014 -1.540 0.250
H -0.398 3.059 -2.418 0.376

15.
18
Properties=species:S:1:pos:R:3:mulliken_charge:R:1 method="wB97M-V/def2-TZVPD" smiles="[H]/N=C/NCC1(O)CC1" energy_ev=-10373.5345 lumo_energy_ev=0.6244 e_homo_ev=-8.529 orbital_gap_ev=9.15 relative_energy_kcal_mol=40.83
C 0.439 0.717 0.335 0.849
C 0.643 1.606 1.535 -0.772
C 0.386 0.143 1.765 -0.630
C -0.823 0.753 -0.494 -0.934
C -0.573 -1.595 -1.322 -0.074
H 1.380 -0.321 -1.001 0.477
H -0.108 2.333 1.803 0.227
H 1.675 1.888 1.748 0.253
H 1.257 -0.520 1.930 0.255
H -0.601 -0.133 2.180 0.208
H -0.611 1.277 -1.482 0.279
H -1.599 1.286 0.050 0.405
H -2.196 -0.785 -0.581 0.240
H -1.146 -2.505 -1.464 0.365
H 0.880 -2.401 -2.211 0.210
N -1.218 -0.668 -0.655 -0.120
N 0.620 -1.501 -1.779 -0.596
O 1.595 0.425 -0.355 -0.642

16.
18
Properties=species:S:1:pos:R:3:mulliken_charge:R:1 method="wB97M-V/def2-TZVPD" energy_ev=-10369.2918 lumo_energy_ev="0.5490 / 0.0346" e_homo_ev="-7.538 / -7.277" orbital_gap_ev="8.09 / 7.31" relative_energy_kcal_mol=138.67
C -0.182 1.692 0.909 -0.759
C 0.216 1.574 -1.969 -1.042
N -0.376 0.649 -0.093 -0.316
C -0.397 -1.284 1.605 0.312
C 0.411 -0.322 -0.252 0.604
N -1.071 -2.383 1.223 -0.346
C 1.116 -1.201 -0.933 -1.030
O -0.173 -0.941 2.734 -0.536
H -1.476 -3.006 1.916 0.244
H -1.182 -2.591 0.246 0.243
H -0.563 1.325 1.861 0.371
H 0.868 1.978 1.014 0.281
H -0.776 2.558 0.621 0.304
H 1.261 1.848 -1.870 0.365
H -0.019 0.854 -2.742 0.345
H -0.489 2.385 -1.851 0.339
H 1.485 -0.977 -1.923 0.293
H 1.346 -2.161 -0.494 0.327

17.
18
Properties=species:S:1:pos:R:3:mulliken_charge:R:1 method="wB97M-V/def2-TZVPD" smiles=N[C@@]12COC[C@]1(N)C2 energy_ev=-10373.4855 lumo_energy_ev=0.9243 e_homo_ev=-8.899 orbital_gap_ev=9.82 relative_energy_kcal_mol=41.96
C 0.451 0.610 0.073 0.602
C 1.244 0.143 -1.194 -0.680
C -0.252 -1.532 -0.810 -0.625
C -0.532 -0.469 0.280 0.315
C 0.660 -0.322 1.235 -0.964
H -0.836 2.144 0.517 0.248
H 0.764 2.561 0.660 0.253
H 0.849 0.684 -2.067 0.319
H 2.315 0.354 -1.155 0.339
H -0.913 -1.404 -1.665 0.354
H -0.379 -2.558 -0.442 0.303
H -2.530 0.132 0.031 0.250
H -1.990 0.075 1.596 0.274
H 1.537 -0.947 1.139 0.262
H 0.353 0.084 2.204 0.315
N 0.083 2.000 0.156 -0.586
N -1.891 -0.320 0.674 -0.580
O 1.066 -1.235 -1.231 -0.400

18.
18
Properties=species:S:1:pos:R:3:mulliken_charge:R:1 method="wB97M-V/def2-TZVPD" energy_ev=-10373.5995 lumo_energy_ev=0.9824 e_homo_ev=-7.413 orbital_gap_ev=8.40 relative_energy_kcal_mol=39.34
O 0.380 0.315 2.993 -0.475
C 1.428 0.253 2.392 -0.048
C 1.602 -0.163 0.976 -0.465
C 0.326 -0.881 0.422 -0.873
C -0.538 -0.057 -0.424 0.324
C -0.684 -0.375 -1.736 -0.321
N -1.806 0.089 -2.536 -0.645
N -1.210 1.046 0.095 -0.456
H 2.336 0.317 3.030 0.361
H 2.539 -0.716 0.844 0.391
H 1.744 0.807 0.448 0.275
H -0.266 -1.133 1.299 0.410
H 0.735 -1.784 -0.034 0.362
H 0.164 -0.909 -2.172 0.232
H -1.597 1.056 -2.773 0.220
H -1.852 -0.408 -3.413 0.270
H -1.894 1.475 -0.511 0.204
H -1.404 1.069 1.101 0.232

19.
18
Properties=species:S:1:pos:R:3:mulliken_charge:R:1 method="wB97M-V/def2-TZVPD" energy_ev=-10373.9538 lumo_energy_ev=0.9850 e_homo_ev=-7.827 orbital_gap_ev=8.81 relative_energy_kcal_mol=31.16
O -1.498 2.108 1.240 -0.478
C -0.538 1.738 1.861 0.006
C 0.023 0.336 1.788 -0.521
C -0.599 -0.535 0.701 -1.078
C 0.206 -0.534 -0.590 0.225
C 0.793 -1.664 -1.006 -0.212
N 1.289 -1.768 -2.361 -0.615
N 0.188 0.618 -1.356 -0.467
H -0.036 2.405 2.587 0.366
H -0.095 -0.115 2.777 0.350
H 1.101 0.407 1.622 0.328
H -1.578 -0.169 0.376 0.475
H -0.827 -1.575 0.906 0.390
H 1.059 -2.471 -0.329 0.318
H 2.301 -1.792 -2.408 0.203
H 0.936 -2.621 -2.772 0.241
H 0.266 0.492 -2.354 0.253
H -0.476 1.304 -1.020 0.219

20.
18
Properties=species:S:1:pos:R:3:mulliken_charge:R:1 method="wB97M-V/def2-TZVPD" energy_ev=-10369.9630 lumo_energy_ev=0.6964 e_homo_ev=-8.500 orbital_gap_ev=9.20 relative_energy_kcal_mol=123.20
C -0.487 -0.098 -0.624 -0.577
C -3.061 -0.102 0.221 -0.666
C 1.899 -0.245 -0.160 0.329
C 0.721 0.672 -0.335 0.609
N 1.730 -1.321 0.674 -0.350
C 0.821 1.967 -0.058 -0.907
O -1.777 0.471 0.305 -0.354
N 2.945 0.034 -0.826 -0.678
H 0.862 -1.434 1.175 0.204
H 2.483 -1.987 0.755 0.175
H 3.713 -0.616 -0.667 0.197
H -0.959 -0.757 0.365 0.231
H -0.431 -0.722 -1.527 0.323
H -3.355 -0.442 -0.780 0.286
H -3.783 0.591 0.648 0.240
H -3.074 -1.009 0.842 0.296
H -0.037 2.611 -0.157 0.302
H 1.792 2.384 0.148 0.341